Formula: C15H28N3O5
Source: the Open Molecules 2025 dataset
Level of theory: ωB97M-V with the def2-TZVPD basis set

Structure (ORCA input):
```
! wB97M-V def2-TZVPD RIJCOSX def2/J DEFGRID3
* xyz 1 1
C -1.10 4.22 -1.91
C -2.12 3.06 -2.23
C -2.57 2.26 -0.95
O -2.93 0.92 -1.35
C -3.10 0.10 -0.21
C -1.88 -0.81 0.10
N -1.91 -1.76 1.07
C -0.63 -2.38 1.11
C -0.06 -3.50 2.01
O 0.75 -2.89 3.02
C 2.00 -2.39 2.50
C 2.24 -0.88 2.87
O 1.78 0.02 1.86
C 1.27 1.24 2.41
C -0.19 0.99 2.95
N 0.04 -1.77 0.15
N -0.64 -0.81 -0.47
C -0.11 0.06 -1.55
C 1.44 -0.06 -1.77
C 1.81 -0.46 -3.27
C 2.40 -1.91 -3.38
O 3.14 -2.17 -4.27
O 2.11 -2.93 -2.46
H -0.15 4.06 -2.49
H -0.78 4.25 -0.83
H -1.51 5.22 -2.18
H -3.05 3.54 -2.63
H -1.69 2.36 -2.98
H -3.39 2.76 -0.38
H -1.69 2.20 -0.24
H -3.32 0.78 0.67
H -4.01 -0.52 -0.38
H -2.69 -2.01 1.67
H 0.63 -4.10 1.36
H -0.82 -4.21 2.40
H 2.85 -2.95 2.99
H 2.12 -2.54 1.40
H 3.35 -0.70 2.99
H 1.79 -0.65 3.87
H 1.22 2.06 1.64
H 1.93 1.57 3.26
H -0.82 1.91 2.89
H -0.65 0.20 2.30
H -0.19 0.58 3.99
H -0.68 -0.15 -2.49
H -0.30 1.11 -1.23
H 1.93 -0.82 -1.12
H 1.92 0.92 -1.51
H 0.93 -0.35 -3.95
H 2.65 0.22 -3.57
H 2.68 -2.88 -1.68
*
```

## Properties
Relative energy (zero: lowest compared OMol25 entry of this formula, charge and spin)   0.0 kcal per mole
SMILES   CCCOCc1[nH]c(COCCOCC)n[n+]1CCCC(=O)O
HOMO level   -12.6964 eV
Total energy   -1128.4837 hartree
Frontier orbital gap   9.725 eV


Formula: C15H29N2O3
Source: the Open Molecules 2025 dataset
Level of theory: ωB97M-V with the def2-TZVPD basis set

Structure (ORCA input):
```
! wB97M-V def2-TZVPD RIJCOSX def2/J DEFGRID3
* xyz 1 1
O -0.30 -0.31 -0.72
O 1.98 2.00 3.07
O 0.27 3.35 3.63
C 0.17 -0.51 -1.81
C 0.95 2.60 2.77
N -0.37 0.24 -2.85
C 3.33 -3.95 1.09
C 1.33 -1.49 -2.04
C -1.59 1.09 -2.73
C 2.85 -4.50 -0.23
C 1.46 -2.50 -0.90
C 2.58 -3.46 -1.28
C -1.23 2.43 -2.06
C -2.77 0.46 1.93
C 0.37 2.41 1.42
C -1.43 0.92 2.36
C -2.04 2.78 -0.78
C -3.01 1.01 0.56
C -1.16 2.15 1.50
N -1.77 1.74 0.21
H 0.73 3.35 4.50
H 0.10 0.20 -3.76
H 2.55 -3.35 1.57
H 3.51 -4.74 1.81
H 4.21 -3.33 0.94
H 2.26 -0.98 -2.11
H 1.13 -2.01 -3.01
H -2.36 0.51 -2.17
H -2.01 1.29 -3.73
H 1.93 -5.10 -0.03
H 3.59 -5.17 -0.65
H 0.51 -3.04 -0.88
H 1.65 -1.98 0.04
H 2.38 -3.90 -2.27
H 3.47 -2.84 -1.38
H -1.43 3.22 -2.76
H -0.11 2.45 -1.90
H -3.53 0.86 2.62
H -2.83 -0.63 1.94
H 0.58 3.27 0.79
H 0.88 1.58 0.91
H -0.67 0.19 2.22
H -1.41 1.19 3.44
H -3.10 2.84 -1.03
H -1.77 3.76 -0.35
H -3.91 1.63 0.52
H -3.18 0.19 -0.17
H -1.68 3.01 1.96
H -1.12 1.07 -0.18
*
```

## Properties
Relative energy (zero: lowest compared OMol25 entry of this formula, charge and spin)   0.0 kcal per mole
SMILES   CCCCCC(=O)NCCC[N@@H+]1CCC[C@H]1CC(=O)O
HOMO level   -13.3381 eV
Total energy   -924.0026 hartree
Frontier orbital gap   11.186 eV


Formula: C15H29NSi2V
Source: the Open Molecules 2025 dataset
Level of theory: ωB97M-V with the def2-TZVPD basis set

Structure (ORCA input):
```
! wB97M-V def2-TZVPD RIJCOSX def2/J DEFGRID3
* xyz 0 2
C 0.19 -1.33 -3.28
C -1.14 -1.38 -2.77
C -1.13 -2.04 -1.51
C 0.19 -2.53 -1.27
C 1.02 -2.08 -2.38
V 0.42 -0.49 -1.06
C -1.67 1.52 -2.74
C -0.89 2.16 -3.61
C 0.29 2.58 -4.10
N 2.03 -0.46 -0.50
H -2.00 -2.11 -0.85
H -2.02 -1.08 -3.32
H 0.49 -3.17 -0.45
H 2.08 -2.29 -2.54
H 0.50 -0.79 -4.15
H -2.39 0.74 -3.05
H 2.95 -0.12 -0.86
H -1.86 1.84 -1.72
H 0.34 3.18 -4.99
H 1.25 2.21 -3.67
C 1.89 1.52 1.68
Si 0.10 1.62 1.06
C -0.96 2.32 2.44
C 0.13 2.91 -0.30
C -0.60 -0.03 0.56
Si -0.20 -1.36 1.83
C -0.37 -0.78 3.61
C -1.49 -2.70 1.71
C 1.57 -2.02 1.74
H 2.22 2.54 1.90
H 2.58 1.11 0.92
H 2.01 0.92 2.59
H -0.63 3.35 2.64
H -2.02 2.35 2.14
H -0.90 1.76 3.38
H 0.83 2.71 -1.12
H -0.85 3.05 -0.78
H 0.39 3.89 0.15
H -1.71 0.02 0.36
H -1.28 -0.19 3.78
H -0.45 -1.71 4.20
H 0.50 -0.21 3.97
H -1.16 -3.56 1.10
H -1.69 -3.05 2.74
H -2.44 -2.31 1.30
H 1.90 -2.39 0.76
H 2.30 -1.25 2.03
H 1.63 -2.85 2.45
*
```

## Properties
HOMO level (spin up / spin down)   -8.1208 / -8.4999 eV
<S²>   0.8060
Total energy   -2166.5636 hartree
Frontier orbital gap (spin up / spin down)   8.127 / 8.320 eV


| no. | largest force on an atom (hartree/bohr) |
| --- | --- |
| 1 | 0.081 |
| 2 | 0.069 |
| 3 | 0.058 |